53
Properties=species:S:1:pos:R:3 method="wB97M-V/def2-TZVPD" total_energy_ha=-11521.879686 largest_force_ha_per_bohr=0.08436 s2=0.756 multiplicity=2 total_charge=+1 orbital_gap_ev="9.08 / 3.62"
C 9.0458 2.4334 18.9270
C 8.2204 1.3780 19.6527
C 7.7953 1.6657 21.1466
O 6.4408 1.1736 21.2435
C 5.8900 1.1145 19.9986
O 4.6795 1.0546 19.7562
O 6.9103 1.3952 19.0597
H 9.6915 1.9323 18.2058
H 9.7885 2.8196 19.6250
H 8.5753 3.2562 18.3887
H 8.6058 0.3640 19.5457
H 7.7907 2.7337 21.3645
H 8.4878 1.2925 21.9011
Br 10.4678 -0.5721 16.9078
C 9.0472 -1.1979 15.6900
C 7.6781 -0.5565 16.0210
Br 6.4732 -1.0614 14.4722
H 9.0102 -2.2814 15.5769
H 9.2429 -0.8418 14.6786
H 7.7333 0.5313 15.9793
H 7.1957 -0.8974 16.9371
Br 11.1696 -6.6707 14.2462
C 9.7434 -5.2718 14.3147
C 9.0489 -5.2555 12.9976
Br 7.8858 -3.5987 12.9275
H 10.2204 -4.3078 14.4918
H 9.0575 -5.5002 15.1305
H 8.3418 -6.0752 12.8700
H 9.7403 -5.1005 12.1693
C 2.2488 5.6893 15.2713
O 2.5710 4.3500 15.4603
C 3.7081 3.9525 16.0420
O 4.6045 4.6590 16.4580
O 3.8402 2.6134 15.8062
C 4.9733 1.8819 16.2170
H 1.1729 5.8642 15.2776
H 2.5277 6.1876 14.3428
H 2.7946 6.3117 15.9803
H 5.6008 1.9712 15.3303
H 4.7022 0.8508 16.4440
H 5.3931 2.2868 17.1378
C 11.8794 1.9100 14.8812
O 11.1239 2.9224 15.5843
C 9.8333 3.0154 15.3182
O 9.1237 2.1903 14.7331
O 9.4034 4.1719 15.8525
C 8.1249 4.6512 15.8157
H 11.5359 1.5741 13.9028
H 12.2343 1.0351 15.4260
H 12.8314 2.3840 14.6427
H 7.6054 4.4411 16.7506
H 7.4866 4.3137 14.9992
H 8.0778 5.7304 15.6695


55
Properties=species:S:1:pos:R:3 method="wB97M-V/def2-TZVPD" total_energy_ha=-17639.078793 de_lowest_kcal_mol=0.0 largest_force_ha_per_bohr=0.01771 orbital_gap_ev=9.79
C -4.0354 0.3968 0.5526
Br -2.6627 1.7033 0.1935
Br -5.7667 1.1064 0.2310
Br -3.8448 -0.2139 2.3722
H -3.8464 -0.4467 -0.0974
C -0.0038 -1.3421 -0.0443
Br 0.5704 -1.9111 1.6953
Br -1.6632 -2.1424 -0.5031
Br 1.3205 -1.7220 -1.3763
H -0.1148 -0.2679 0.0229
C 6.5597 -1.7705 2.0072
C 5.3082 -0.9061 1.8355
C 4.2103 -1.7794 1.2491
S 4.6051 -3.4712 1.6915
O 4.9453 -4.1705 0.4821
O 3.6294 -4.0323 2.5784
C 6.1236 -3.1064 2.5827
H 7.2820 -1.2850 2.6658
H 7.0941 -1.9868 1.0799
H 5.5834 -0.0578 1.2090
H 4.9910 -0.4891 2.7937
H 4.2751 -1.7134 0.1628
H 3.1937 -1.5341 1.5405
H 6.7701 -3.9561 2.3767
H 5.8437 -3.0777 3.6357
C -5.8030 -0.6816 -5.1099
C -4.5810 -1.4371 -5.7430
C -3.2758 -0.8655 -5.1898
S -3.6642 -0.0477 -3.6647
O -2.8434 1.1308 -3.5349
O -3.6938 -1.0001 -2.5896
C -5.3343 0.3842 -4.1359
H -6.4611 -1.4072 -4.6402
H -6.3555 -0.1884 -5.9083
H -4.5826 -1.2957 -6.8204
H -4.6651 -2.4931 -5.5028
H -2.8217 -0.1480 -5.8676
H -2.5426 -1.6317 -4.9395
H -5.2381 1.3659 -4.5973
H -5.9528 0.4490 -3.2436
C -0.6601 3.6304 2.9263
C 0.7154 4.2458 3.2010
C 1.6945 3.5476 2.2770
S 1.1306 1.8447 2.1503
O 1.9455 0.9597 2.9366
O 0.9280 1.5574 0.7487
C -0.4330 2.1290 2.9656
H -1.0667 3.9995 1.9839
H -1.3777 3.8682 3.7120
H 0.9592 4.0933 4.2571
H 0.7334 5.3275 3.0635
H 2.7495 3.5949 2.5311
H 1.5731 3.9171 1.2567
H -0.2308 1.8283 3.9957
H -1.2137 1.4992 2.5449


56
Properties=species:S:1:pos:R:3 method="wB97M-V/def2-TZVPD" total_energy_ha=-5851.097078 de_lowest_kcal_mol=405.8 largest_force_ha_per_bohr=0.08054 total_charge=+2 orbital_gap_ev=1.24
Mg -1.4787 -7.6387 0.6102
Mg -3.8912 -4.3930 4.6793
C -0.0399 -0.8212 0.1358
C -0.6851 -1.9991 0.8540
O -0.5222 -3.0913 0.3142
O -1.2323 -1.9607 1.9485
H -0.1944 -0.8464 -0.9428
H 1.0302 -0.6813 0.2893
H -0.5579 0.0685 0.4938
C -1.2765 -9.3915 7.3193
C -1.9276 -8.3115 6.5765
O -2.5679 -7.4088 7.1718
O -1.7094 -7.9680 5.4000
H -1.3699 -10.3050 6.7320
H -1.6223 -9.4969 8.3476
H -0.2130 -9.2224 7.4884
Cl -5.1871 -1.5672 -7.9007
C -5.3827 -2.2659 -6.2830
C -5.7930 -3.7236 -6.3804
Cl -4.3363 -4.7908 -6.3720
H -6.2196 -1.7904 -5.7716
H -4.4890 -2.0646 -5.6925
H -6.4202 -4.0905 -7.1929
H -6.4677 -4.0360 -5.5834
Cl 5.9699 5.5896 -1.4344
C 5.5450 5.6844 0.3046
C 4.4176 4.7201 0.6122
Cl 4.3939 4.7427 2.3567
H 5.4195 6.7410 0.5414
H 6.4171 5.4250 0.9048
H 4.6196 3.7098 0.2562
H 3.4122 5.0543 0.3560
Cl -0.2635 4.1482 -6.0779
C -0.3405 5.6045 -7.1546
C -1.1097 5.3702 -8.4642
Cl -1.1542 6.8002 -9.5423
H 0.6784 5.9743 -7.2699
H -0.8351 6.4540 -6.6836
H -2.1151 4.9831 -8.2986
H -0.5805 4.5935 -9.0162
Cl 5.1305 -3.6000 4.3983
C 5.8361 -5.1580 4.1052
C 7.0043 -5.3578 5.1239
Cl 6.3691 -5.2716 6.7433
H 6.2048 -5.1072 3.0807
H 5.0848 -5.9421 4.1980
H 7.7496 -4.5762 4.9769
H 7.4081 -6.3666 5.0371
Cl -1.9238 8.8972 0.1254
C -2.1349 7.7737 1.4451
C -3.4446 8.1456 2.1992
Cl -3.9248 6.9012 3.4031
H -1.3678 7.7343 2.2185
H -2.2250 6.7499 1.0820
H -4.2416 8.2987 1.4717
H -3.4457 9.0802 2.7601


49
Properties=species:S:1:pos:R:3 method="wB97M-V/def2-TZVPD" total_energy_ha=-2230.264434 de_lowest_kcal_mol=6.9 largest_force_ha_per_bohr=0.03333 total_charge=+2 orbital_gap_ev=6.58
Tl 1.1022 1.6695 -0.8482
O 0.2611 -0.2711 -1.8430
N 1.1147 -1.1813 -2.2816
C 0.6212 -2.2154 -2.9998
C 1.4400 -3.1678 -3.5420
C 2.8183 -3.0499 -3.3771
C 3.3102 -1.9908 -2.6481
C 2.4428 -1.0635 -2.0678
S 3.1360 0.1652 -1.0502
H -0.4536 -2.2243 -3.0933
H 1.0031 -3.9896 -4.0900
H 3.4959 -3.7672 -3.8184
H 4.3720 -1.8586 -2.4929
C -1.7194 1.0709 -4.8274
N -1.2297 1.7851 -3.6561
C -1.8463 1.7976 -2.4859
S -1.1970 2.7435 -1.1595
N -2.9852 1.1562 -2.3299
C -3.7375 0.9594 -1.0880
H -1.0072 1.1950 -5.6368
H -2.6807 1.4648 -5.1646
H -1.8194 0.0048 -4.6159
H -0.4456 2.4047 -3.7764
H -3.4153 0.7649 -3.1567
H -3.1450 1.2872 -0.2407
H -3.9690 -0.0978 -0.9825
H -4.6662 1.5259 -1.1137
C 0.4901 2.8674 5.3948
C 0.7830 2.4424 3.9554
C 0.9994 0.9373 3.8968
S 1.6682 0.4120 2.3098
O 0.6572 0.9258 1.2612
C 1.3888 -1.3833 2.4061
C 0.0298 -1.8586 1.8945
C -1.0839 -1.8657 2.9394
H 0.2514 3.9283 5.4385
H 1.3574 2.6896 6.0310
H -0.3546 2.3110 5.8032
H 1.6782 2.9630 3.6032
H -0.0446 2.7268 3.3046
H 0.0834 0.3833 4.0948
H 1.7679 0.6304 4.6129
H 1.5548 -1.6522 3.4512
H 2.1965 -1.8149 1.8144
H 0.1741 -2.8777 1.5322
H -0.2673 -1.2456 1.0411
H -0.7661 -2.3767 3.8492
H -1.9508 -2.4007 2.5534
H -1.4134 -0.8593 3.1987


Please write out number 4 again, unchanged.
49
Properties=species:S:1:pos:R:3 method="wB97M-V/def2-TZVPD" total_energy_ha=-2230.264434 de_lowest_kcal_mol=6.9 largest_force_ha_per_bohr=0.03333 total_charge=+2 orbital_gap_ev=6.58
Tl 1.1022 1.6695 -0.8482
O 0.2611 -0.2711 -1.8430
N 1.1147 -1.1813 -2.2816
C 0.6212 -2.2154 -2.9998
C 1.4400 -3.1678 -3.5420
C 2.8183 -3.0499 -3.3771
C 3.3102 -1.9908 -2.6481
C 2.4428 -1.0635 -2.0678
S 3.1360 0.1652 -1.0502
H -0.4536 -2.2243 -3.0933
H 1.0031 -3.9896 -4.0900
H 3.4959 -3.7672 -3.8184
H 4.3720 -1.8586 -2.4929
C -1.7194 1.0709 -4.8274
N -1.2297 1.7851 -3.6561
C -1.8463 1.7976 -2.4859
S -1.1970 2.7435 -1.1595
N -2.9852 1.1562 -2.3299
C -3.7375 0.9594 -1.0880
H -1.0072 1.1950 -5.6368
H -2.6807 1.4648 -5.1646
H -1.8194 0.0048 -4.6159
H -0.4456 2.4047 -3.7764
H -3.4153 0.7649 -3.1567
H -3.1450 1.2872 -0.2407
H -3.9690 -0.0978 -0.9825
H -4.6662 1.5259 -1.1137
C 0.4901 2.8674 5.3948
C 0.7830 2.4424 3.9554
C 0.9994 0.9373 3.8968
S 1.6682 0.4120 2.3098
O 0.6572 0.9258 1.2612
C 1.3888 -1.3833 2.4061
C 0.0298 -1.8586 1.8945
C -1.0839 -1.8657 2.9394
H 0.2514 3.9283 5.4385
H 1.3574 2.6896 6.0310
H -0.3546 2.3110 5.8032
H 1.6782 2.9630 3.6032
H -0.0446 2.7268 3.3046
H 0.0834 0.3833 4.0948
H 1.7679 0.6304 4.6129
H 1.5548 -1.6522 3.4512
H 2.1965 -1.8149 1.8144
H 0.1741 -2.8777 1.5322
H -0.2673 -1.2456 1.0411
H -0.7661 -2.3767 3.8492
H -1.9508 -2.4007 2.5534
H -1.4134 -0.8593 3.1987